Entry from OMol25: a structure of composition C22H19BrMnN7O4 in a non-equilibrium geometry (ωB97M-V/def2-TZVPD).

Positions of all 54 atoms, in Å:
H: -3.031 -0.985 5.842
H: -0.669 -2.768 -5.154
C: 3.195 0.246 0.011
N: -0.209 2.176 -1.840
C: -1.319 -1.404 -2.743
H: -2.596 0.273 3.753
H: -2.800 2.526 0.274
C: -2.366 -1.390 5.096
C: 2.866 -0.562 -1.252
H: 0.787 -3.739 2.437
H: -2.720 4.426 -1.539
Mn: 0.175 0.346 -0.826
C: 2.415 1.679 1.603
C: 0.404 2.710 -2.891
H: 1.270 2.174 -3.258
H: -1.528 5.416 -3.495
C: -1.335 2.798 -1.349
H: 5.213 -0.410 0.150
C: 4.442 0.183 0.615
C: -1.250 -1.186 2.977
N: -1.638 0.544 1.357
O: -0.811 -0.404 -3.426
C: -1.830 3.976 -1.948
O: 1.660 -0.395 -1.648
C: -1.910 2.176 -0.230
H: 0.516 4.264 -4.350
C: 0.658 -2.093 1.223
C: -0.614 -2.417 3.214
C: -0.959 -0.506 1.741
C: 3.613 1.655 2.306
C: -0.024 3.870 -3.507
C: -2.123 -0.676 3.937
C: -1.170 4.515 -3.022
N: 2.193 0.984 0.500
H: -1.751 -3.474 -3.168
C: -1.970 -2.484 -3.590
H: 5.593 0.829 2.309
H: 3.726 2.238 3.209
O: 3.703 -1.286 -1.744
H: -2.224 -2.588 -5.634
N: -1.535 -2.272 -4.964
H: -3.050 -2.317 -3.509
C: -0.889 -3.142 4.359
Br: 0.983 2.733 2.244
C: -1.767 -2.625 5.301
O: -1.277 -1.410 -1.530
H: -0.421 -4.101 4.511
N: 0.083 -0.969 0.934
N: -1.253 1.105 0.241
H: 1.470 -2.442 0.598
H: -1.975 -3.184 6.199
N: 0.312 -2.862 2.271
C: 4.646 0.885 1.795
H: -0.909 -0.633 -4.391

Its net charge is +1. As for the expectation value of S²: 1.2332. Its calculated total energy is -5258.9061 Ha. Its energy above the lowest of the compared OMol25 structures with the same formula, charge and spin is 1.114 eV. The max |F| comes out at 3.77 eV Å⁻¹. As for the multiplicity: 2.

Atom charges from the Löwdin analysis, given in e for atoms 1 to 5: number 1, H, carries 0.11; number 2, H, carries 0.11; number 3, C, carries -0.17; number 4, N, carries 0.05; number 5, C, carries -0.51